No. 1
C21H26IMnN5O5 | wB97M-V/def2-TZVPD

The charge is 0. The value obtained for the energy above the lowest of the compared OMol25 structures with the same formula, charge and spin is 4.5 kJ/mol. As for the expectation value of S²: 8.75. As for the spin multiplicity: 6. The frontier orbital gap (spin up / spin down) is 7.7 / 7.7 eV.

CARTESIAN COORDINATES (ANGSTROEM)
C  2.6403  0.2329  2.5462
N  -3.3804  -1.4235  1.3256
C  -0.9501  3.3656  -3.4148
H  1.9024  3.0545  6.1582
C  1.8253  -1.6820  -0.1265
H  3.6032  -4.4849  -4.3153
C  -3.0517  0.7894  0.3206
C  -1.9404  2.4290  -0.9359
C  1.8815  -3.8094  -3.2138
H  0.4010  -2.9720  -1.8973
H  -1.8235  -2.5061  2.1864
C  1.5551  2.6219  5.2291
H  -4.5126  -2.0432  -0.3456
C  0.2238  1.2239  -3.8166
C  3.2490  -3.9235  -3.4597
H  -3.1146  -3.4870  1.4671
O  0.5759  -1.5596  0.0454
C  4.1647  -3.3238  -2.6191
H  -0.0148  1.2843  -4.8778
C  -1.1180  1.5200  -1.8499
H  -3.9905  1.2157  0.6909
H  1.2140  1.6493  -3.6365
H  -0.1816  3.9841  -2.9429
C  -2.8969  -2.5918  2.0492
H  -0.3379  3.6603  5.2266
C  -0.0827  2.3823  3.5217
H  5.2292  -3.4010  -2.7965
N  0.6668  1.5222  2.8492
C  1.8722  1.1909  3.3396
Mn  0.2032  0.5250  0.6193
H  -1.4086  3.3639  -0.7743
C  2.3449  1.7278  4.5321
O  -1.5092  -0.2669  1.7995
H  3.6321  -0.0981  2.8458
H  -5.1223  -0.5941  0.4772
H  0.2241  0.1870  -3.4970
C  0.3104  2.9612  4.7180
N  2.7302  -1.0836  0.6738
H  -1.0421  2.6250  3.0775
O  -2.0474  1.7878  0.3216
H  4.2184  -1.5461  -0.0088
H  -1.9356  3.7221  -3.1210
C  -4.6444  -1.5589  0.6254
H  -3.3822  -2.6717  3.0237
N  -0.7727  1.9671  -3.0550
C  1.4540  -3.0892  -2.1171
H  -0.8716  3.4549  -4.4961
N  2.0901  -0.2117  1.4888
H  -5.3143  -2.1706  1.2277
O  4.6804  -2.0381  -0.7353
H  -2.9296  2.6385  -1.3570
O  -0.8163  0.3936  -1.4282
C  -2.5890  -0.3514  1.2149
H  1.1645  -4.2795  -3.8737
I  1.5194  2.9210  -0.3340
H  -3.2162  0.3936  -0.6840
C  3.7373  -2.5931  -1.5089
C  2.3590  -2.4719  -1.2522
H  3.3245  1.4379  4.8899

=====

No. 2
C2H2OS2 | wB97M-V/def2-TZVPD

The charge is 0. The value obtained for the energy above the lowest of the compared OMol25 structures with the same formula, charge and spin is 54.8 kJ/mol. As for the spin multiplicity: 1. The frontier orbital gap is 8.7 eV.

CARTESIAN COORDINATES (ANGSTROEM)
H  0.7119  0.1472  1.5117
H  -0.0755  -0.0954  -1.5425
C  0.9969  0.0216  0.4542
C  -0.3331  -0.0142  -0.4902
S  -1.7077  1.0311  -0.0561
O  2.0982  -0.0744  0.0318
S  -1.6908  -1.0160  0.0910

=====

No. 3
C4H9NO | wB97M-V/def2-TZVPD

The charge is 0. The value obtained for the energy above the lowest of the compared OMol25 structures with the same formula, charge and spin is 473.4 kJ/mol. As for the spin multiplicity: 1. The frontier orbital gap is 9.0 eV.

CARTESIAN COORDINATES (ANGSTROEM)
C  1.7095  0.0084  -1.0176
H  -0.2257  0.6451  -1.7285
H  0.9738  -1.2895  -1.1557
C  -1.6245  0.3121  0.9056
C  -0.2768  0.7095  0.4504
H  2.1915  0.3429  -1.9323
C  0.3190  0.2757  -0.8606
N  -0.4278  -0.2996  1.4930
H  -2.1957  1.0177  1.5047
O  -0.1878  -1.4512  -0.9715
H  -2.2153  -0.3614  0.2898
H  -0.2258  0.0800  2.4129
H  -0.2178  -1.7026  -0.0227
H  0.0756  1.6959  0.7536
H  2.3279  0.0170  -0.1211

=====

No. 4
C54H38CuN2OPS3 | wB97M-V/def2-TZVPD

The charge is 0. The value obtained for the energy above the lowest of the compared OMol25 structures with the same formula, charge and spin is 119.8 kJ/mol. As for the spin multiplicity: 1. The frontier orbital gap is 4.9 eV.

CARTESIAN COORDINATES (ANGSTROEM)
H  2.8020  5.3455  1.2769
C  -0.2585  -1.0108  4.3090
H  -6.0200  -1.1834  0.1952
N  -2.2721  -0.2509  0.1265
C  1.4005  2.0620  4.9933
H  -6.6430  4.8454  0.2027
C  -0.9479  2.2681  4.4960
H  2.1931  3.4950  6.3714
C  -1.7793  -2.8347  4.5951
C  -4.3146  -3.3163  -0.0509
C  2.3660  -2.7502  3.4331
C  4.4057  0.2497  -1.6912
C  -3.3313  -4.2380  -0.1824
H  -1.6299  -3.8785  6.4602
H  7.3193  -1.2220  -2.5592
H  -1.5664  2.3898  -1.2675
H  -7.4364  0.6109  0.0260
C  -0.6299  4.1149  -0.4272
C  2.9022  -7.0473  -0.1469
C  -7.4253  2.7985  0.0831
C  -0.7128  2.7414  -0.7030
O  -0.5937  0.4117  2.1553
H  -3.5724  -5.2915  -0.2137
C  3.8497  -6.0737  -0.1992
H  1.4302  -2.5855  1.5265
C  -2.6568  -1.5300  -0.0518
H  6.6879  -2.6723  -0.6647
C  -6.8562  1.5127  0.1134
C  3.6843  -0.4101  2.7757
C  0.2479  1.8392  -0.2993
C  0.0994  3.7879  6.0307
H  -1.9739  3.8497  5.5030
C  4.0649  -0.5365  -0.5887
S  3.1664  -4.5141  -0.3977
H  0.7227  -7.1652  -0.2389
H  2.3370  1.5482  4.8298
H  1.8427  -3.6606  3.6883
C  1.3139  3.1459  5.8500
C  2.7956  -0.9675  1.8630
C  1.5530  -5.1766  -0.4186
C  6.4045  -1.0357  -2.0153
C  6.0504  -1.8470  -0.9488
C  0.2653  1.6305  4.3298
H  -1.1128  -5.8396  -0.4176
C  2.7505  4.2907  1.0468
H  -2.8180  1.6729  0.4311
C  -6.4959  3.7834  0.2004
H  -8.4798  2.9832  -0.0307
C  0.2778  -1.2425  5.5638
C  1.4321  2.3722  0.2814
H  -1.8051  1.9109  3.9447
H  4.6840  1.5452  0.8787
C  3.7773  2.1363  0.8715
C  -1.6391  -2.4855  -0.2575
H  1.0846  -0.6230  5.9272
S  -4.9032  3.1626  0.3562
C  -3.1814  0.6699  0.2657
N  -0.3720  -2.0273  -0.4518
H  3.4529  -2.6743  5.2745
C  -1.0294  3.3485  5.3576
C  3.2644  -2.1929  4.3270
Cu  -0.1145  -0.0720  -0.0881
H  0.5326  5.6745  0.4464
C  5.5733  0.0094  -2.3872
C  3.9210  -1.0213  3.9939
C  1.5471  3.7720  0.5327
C  1.5962  -6.5403  -0.2666
H  4.6299  -0.5854  4.6819
C  -4.9744  -0.9187  0.1461
H  -5.3483  -3.6239  0.0224
C  2.5791  1.5625  0.5094
C  -1.2851  -1.7978  3.8219
C  -4.5688  0.4160  0.2290
H  4.1984  0.5068  2.5411
H  4.7982  3.9086  1.5130
H  -2.5692  -3.4628  4.2123
C  -5.4904  1.5213  0.2512
C  -1.9552  -3.8661  -0.2872
H  3.1261  -8.0905  -0.0248
P  2.4450  -0.2372  0.2071
H  4.9141  -6.1683  -0.1395
S  0.4458  0.2403  3.1814
C  0.4643  4.6180  0.2170
H  -1.6862  -1.5828  2.8414
H  5.8407  0.6390  -3.2244
C  -1.2507  -3.0699  5.8533
H  0.1815  -2.4503  7.3234
C  3.8562  3.4973  1.1823
C  0.5931  -2.9186  -0.5605
H  3.7523  1.0625  -1.9796
C  2.1351  -2.1424  2.2115
C  -0.9099  -4.7794  -0.3936
C  4.8876  -1.6039  -0.2412
H  4.6275  -2.2361  0.5965
C  0.4093  -4.3050  -0.4761
H  0.0349  4.6387  6.6938
C  -4.0167  -1.9223  0.0118
H  1.5888  -2.5204  -0.7412
C  -0.2300  -2.2693  6.3409
H  -1.4416  4.7715  -0.7146

=====

No. 5
C6H12N2S | wB97M-V/def2-TZVPD

The charge is +2. The value obtained for the energy above the lowest of the compared OMol25 structures with the same formula, charge and spin is 0.0 kJ/mol. As for the spin multiplicity: 1. The frontier orbital gap is 8.9 eV.

CARTESIAN COORDINATES (ANGSTROEM)
C  -0.9453  -1.5312  0.9190
C  -1.7809  0.7879  0.4323
N  0.2542  1.7150  0.0410
H  0.7711  2.4803  -0.2081
H  3.6423  0.9533  0.5332
C  3.5085  0.1623  -0.1756
H  -0.1482  -2.3156  0.5064
C  0.5817  0.4502  -0.0672
H  -1.4408  2.9573  0.7204
C  -1.0846  1.9237  0.3877
H  -2.4073  -0.7475  -1.6316
H  -1.0376  -1.8079  -1.3395
H  3.4106  0.5756  -1.1587
H  -2.8722  0.6172  0.5659
C  -1.3565  -0.8470  -1.3907
H  -1.9659  -2.0562  0.8781
H  -0.9139  -0.1431  -2.0506
H  4.2200  -0.6762  -0.1048
H  -0.8422  -1.3024  2.0017
N  -1.0088  -0.3547  0.0400
S  1.8513  -0.5901  -0.0121

=====

No. 6
C20H22ClN5O | wB97M-V/def2-TZVPD

The charge is 0. The value obtained for the energy above the lowest of the compared OMol25 structures with the same formula, charge and spin is 127.1 kJ/mol. As for the spin multiplicity: 1. The frontier orbital gap is 8.5 eV.

CARTESIAN COORDINATES (ANGSTROEM)
C  -1.9836  0.9809  3.1675
C  -3.2264  -1.8280  2.3156
H  -2.8456  4.1000  2.3370
C  -2.5412  1.1272  0.7754
C  -2.1548  0.3436  1.9026
C  -0.3992  -1.1126  -1.4985
H  -3.0996  3.1690  0.1398
H  5.3269  -1.5123  -0.8198
H  -1.2855  -3.7084  0.9234
N  5.1402  0.5920  -2.9361
C  -2.1179  2.9593  4.7026
C  2.0793  -0.7557  -1.5729
H  -0.2646  0.1633  -3.8732
H  0.3356  -1.1266  0.3900
H  -1.4318  2.4517  5.3901
H  -3.4504  -3.9930  2.0738
H  -4.0929  -1.2153  2.1590
Cl  2.4126  -1.7801  -0.1918
N  -1.7112  -1.7234  0.5114
H  4.9584  2.4566  -4.9472
H  -1.7204  0.4234  4.0616
C  -2.6508  3.0752  2.2064
H  -3.1910  -2.1040  3.3755
C  -1.9447  -1.1346  1.8505
C  3.1434  -0.1484  -2.2256
H  -1.1520  -1.4521  2.5449
H  -4.2148  -2.9646  0.8227
C  -2.1216  -3.1201  0.5027
H  -1.8028  3.9879  4.5984
N  -0.4873  -1.4473  -0.1367
C  4.5450  1.4803  -5.1807
C  -2.7748  2.4997  0.9433
H  -2.4248  -3.5186  -0.4860
O  -1.3997  -1.1677  -2.1520
C  5.2017  -0.4257  -0.6604
N  1.7758  0.5342  -4.0668
H  -2.6651  0.6390  -0.1593
H  -3.1120  2.9795  5.1481
H  3.6314  1.5953  -5.8528
C  4.5209  0.0302  -1.9150
C  -2.2119  2.3503  3.3188
N  4.1884  0.8416  -3.9009
H  4.6104  -0.2078  0.2471
C  -3.3161  -3.0939  1.4630
H  6.1573  0.0071  -0.5508
H  5.2637  0.8502  -5.7393
C  0.8303  -0.6047  -2.1475
C  2.9593  0.4371  -3.4618
C  0.7139  0.0706  -3.3958

=====

No. 7
C3H6ClNO2 | wB97M-V/def2-TZVPD

The charge is 0. The value obtained for the energy above the lowest of the compared OMol25 structures with the same formula, charge and spin is 406.1 kJ/mol. As for the spin multiplicity: 1. The frontier orbital gap is 10.6 eV.

CARTESIAN COORDINATES (ANGSTROEM)
H  0.2263  2.7523  -2.0952
O  0.4036  -0.4309  -1.2277
N  -0.4497  -1.9330  2.0343
Cl  1.1814  -0.2867  3.1285
O  -1.4112  -2.4083  1.2242
H  1.4735  1.7870  -1.0664
C  0.5211  1.8812  -1.5557
C  -0.0944  -0.7698  2.0632
H  -1.5132  -1.8427  0.4035
H  -0.3588  -0.0835  1.3700
H  -1.0536  0.7418  -1.9774
C  -0.1638  0.8175  -1.5507
H  1.2390  -0.2249  -0.7505

=====

No. 8
C4H9NO | wB97M-V/def2-TZVPD

The charge is -1. The value obtained for the energy above the lowest of the compared OMol25 structures with the same formula, charge and spin is 271.4 kJ/mol. As for the expectation value of S²: 0.76. As for the spin multiplicity: 2. The frontier orbital gap (spin up / spin down) is 5.1 / 6.8 eV.

CARTESIAN COORDINATES (ANGSTROEM)
C  -0.2100  -1.4827  0.3894
H  -1.1243  1.4425  2.2654
H  0.6076  -2.6871  -1.9473
H  1.8660  -1.6803  -2.1523
H  -0.7422  -1.1382  2.3901
H  -0.5806  -2.4984  0.4629
N  1.2313  -2.0593  -1.4633
C  -0.9156  0.8385  1.3602
C  0.6763  -1.0454  -0.5883
H  -1.3285  1.5584  0.6549
H  -0.4494  4.2387  -1.4831
H  0.2083  4.3142  -1.7825
C  -0.4934  -0.5439  1.5116
O  1.0248  0.1522  -0.7722
H  0.2298  0.5909  1.1545

=====

No. 9
CH5NO3S | wB97M-V/def2-TZVPD

The charge is 0. The value obtained for the energy above the lowest of the compared OMol25 structures with the same formula, charge and spin is 235.7 kJ/mol. As for the spin multiplicity: 1. The frontier orbital gap is 11.0 eV.

CARTESIAN COORDINATES (ANGSTROEM)
S  -1.1035  -0.2872  0.3979
H  2.2910  -0.5639  -1.0449
H  -2.2338  1.5032  -0.1870
H  -0.7534  2.0319  0.1625
N  -1.4510  1.3833  0.4645
O  1.4661  -1.4094  0.6822
H  0.7396  -1.9220  0.4346
C  1.4336  -0.3263  -0.2194
H  1.6414  0.4653  0.4716
O  -2.2269  -0.6920  -0.3908
O  0.1968  -0.1828  -0.7712

=====

no.,calculated total energy (hartree)
1,-2914.63178
2,-948.98415
3,-287.65216
4,-5441.70416
5,-742.75581
6,-1584.49783
7,-783.19831
8,-287.64181
9,-719.69461